Entry 1:
{
  "formula": "C18H41BCl26NO7S2Si",
  "method": "the ωB97M-V functional and the def2-TZVPD basis",
  "elements": ["C", "Si", "C", "C", "O", "C", "C", "S", "O", "O", "N", "S", "O", "O", "B", "O", "O", "H", "H", "H", "H", "H", "H", "H", "H", "H", "H", "H", "H", "H", "H", "H", "C", "Cl", "Cl", "H", "H", "C", "Cl", "Cl", "H", "H", "C", "Cl", "Cl", "H", "H", "C", "Cl", "Cl", "H", "H", "C", "Cl", "Cl", "H", "H", "C", "Cl", "Cl", "H", "H", "C", "Cl", "Cl", "H", "H", "C", "Cl", "Cl", "H", "H", "C", "Cl", "Cl", "H", "H", "C", "Cl", "Cl", "H", "H", "C", "Cl", "Cl", "H", "H", "C", "Cl", "Cl", "H", "H", "C", "Cl", "Cl", "H", "H"],
  "xyz": [[1.4774, -1.5640, -3.3183], [2.1535, -0.7040, -4.8967], [1.8213, -1.9378, -6.3354], [4.0391, -0.5631, -4.7164], [1.3608, 0.7984, -5.1047], [-0.0625, 0.5840, -5.3152], [-0.8546, 1.9236, -5.3354], [-2.5512, 1.8016, -4.6291], [-2.5812, 2.8310, -3.5343], [-3.5698, 2.2079, -5.6471], [-2.8362, 0.3197, -3.8821], [-3.3598, -0.8748, -4.9424], [-4.6630, -0.6061, -5.6204], [-2.3160, -1.3704, -5.9009], [-3.7011, -2.3488, -3.7939], [-2.8709, -2.6682, -2.7155], [-4.8408, -3.1575, -3.9773], [1.2842, -0.7521, -2.5708], [0.4943, -1.9990, -3.6222], [2.1763, -2.3445, -2.9581], [1.2022, -2.7822, -5.9510], [2.7880, -2.3796, -6.6592], [1.2714, -1.4913, -7.1873], [4.3774, -1.5106, -4.2337], [4.5778, -0.5229, -5.6926], [4.2922, 0.3206, -4.1121], [-0.4328, -0.0209, -4.4594], [-0.1459, 0.0146, -6.2652], [-0.9228, 2.2618, -6.3902], [-0.2667, 2.6857, -4.7913], [-2.3495, -1.8956, -2.4574], [-4.7701, -3.5467, -4.8563], [-5.1261, -1.7217, 0.0580], [-6.0929, -1.2838, 1.4749], [-3.4134, -1.8532, 0.4654], [-5.4712, -2.6787, -0.3215], [-5.2472, -0.9557, -0.7023], [-6.4308, -5.4296, -1.7334], [-7.4034, -4.9937, -0.3206], [-4.7187, -5.5651, -1.3232], [-6.7772, -6.3845, -2.1161], [-6.5485, -4.6600, -2.4923], [0.2884, -0.2918, 0.6596], [1.2286, 1.1551, 1.0400], [-0.1438, -0.3307, -1.0524], [0.8881, -1.1684, 0.8869], [-0.6180, -0.2970, 1.2586], [-9.0847, -0.4174, 3.9661], [-10.0735, 0.0160, 5.3674], [-7.3774, -0.5564, 4.3982], [-9.4263, -1.3712, 3.5766], [-9.1936, 0.3525, 3.2082], [6.1133, 1.1145, -1.4287], [4.7617, 0.0102, -1.6808], [7.2041, 1.1336, -2.8193], [5.7163, 2.1145, -1.2800], [6.6727, 0.8035, -0.5510], [-9.2688, -2.1191, 8.5902], [-10.2588, -1.6879, 9.9911], [-7.5619, -2.2545, 9.0277], [-9.6082, -3.0734, 8.1999], [-9.3776, -1.3494, 7.8317], [3.4181, 3.4525, -5.5155], [4.9580, 3.3691, -4.6455], [3.4953, 2.5638, -7.0402], [2.6382, 3.0184, -4.8952], [3.1908, 4.4927, -5.7274], [4.0676, 1.9275, 3.5653], [3.5936, 3.4854, 2.8809], [4.3629, 0.7289, 2.3015], [4.9775, 2.0609, 4.1415], [3.2698, 1.5695, 4.2091], [-5.4192, 2.1416, 3.0543], [-6.4346, 3.4836, 2.5108], [-3.7782, 2.6834, 3.4275], [-5.8579, 1.7111, 3.9474], [-5.3728, 1.3948, 2.2678], [7.8519, 3.2890, 3.2900], [6.6726, 4.1607, 4.2795], [7.1298, 2.7260, 1.7766], [8.6788, 3.9546, 3.0600], [8.2152, 2.4289, 3.8494], [10.7902, 1.7531, -2.3191], [9.7631, 2.0849, -0.9220], [12.5054, 1.8110, -1.8913], [10.5558, 0.7632, -2.6984], [10.5936, 2.4988, -3.0831], [-7.0718, -2.4753, 12.9111], [-6.8531, -4.2240, 13.0554], [-5.6515, -1.6005, 13.4973], [-7.2331, -2.2254, 11.8662], [-7.9346, -2.1789, 13.4992], [11.5329, 2.3660, 5.0059], [9.9595, 1.5595, 4.9861], [11.3549, 4.1236, 5.0546], [12.0811, 2.0433, 5.8854], [12.0777, 2.0927, 4.1076]],
  "mulliken_charge": [-0.626, 0.881, -1.238, -0.545, -0.329, -0.050, -0.734, 1.114, -0.749, -0.695, -0.407, 0.915, -0.677, -0.704, 0.401, -0.385, -0.285, -0.235, 0.285, 0.399, 0.322, 0.359, 0.356, 0.347, 0.320, -0.299, 0.033, 0.237, 0.315, 0.300, 0.216, 0.254, 0.226, -0.081, -0.128, -0.288, 0.259, -0.183, -0.172, -0.122, 0.337, 0.122, -0.450, -0.123, -0.004, 0.286, 0.281, -0.261, -0.174, -0.154, 0.307, 0.282, -0.246, -0.102, -0.191, 0.234, 0.263, 0.107, -0.169, -0.164, 0.271, -0.053, -0.003, -0.159, -0.158, -0.072, 0.376, -0.347, -0.128, -0.099, 0.197, 0.352, 0.294, -0.174, -0.162, 0.069, -0.030, 0.055, -0.165, -0.039, 0.378, -0.213, -0.334, -0.068, -0.176, 0.278, 0.307, 0.120, -0.153, -0.159, -0.046, 0.245, -0.266, -0.148, -0.147, 0.302, 0.270],
  "total_charge": -1,
  "lumo_energy_ha": 0.0480,
  "spin_multiplicity": 1,
  "gap_ev": 7.6
}

=====

Entry 2:
{
  "formula": "C18H41BaN4O6P",
  "method": "the ωB97M-V functional and the def2-TZVPD basis",
  "elements": ["O", "H", "Ba", "N", "N", "N", "N", "O", "O", "O", "O", "C", "C", "C", "C", "C", "H", "H", "H", "C", "H", "H", "H", "C", "C", "H", "H", "H", "H", "H", "H", "H", "H", "C", "H", "H", "H", "O", "H", "H", "C", "C", "C", "P", "C", "C", "C", "C", "C", "C", "H", "H", "H", "H", "H", "H", "H", "H", "H", "H", "H", "H", "H", "H", "H", "H", "H", "H", "H", "H", "H"],
  "xyz": [[-1.4653, 0.3581, -4.4418], [-3.1826, -0.3918, -5.0135], [0.4409, 0.5820, -1.5139], [0.6678, -2.0339, -1.9992], [-1.6515, -1.7436, -1.1266], [-0.2778, 3.3108, -1.3629], [-2.0126, 1.6594, -0.4273], [1.8648, -2.0081, -2.4481], [0.6967, 4.0720, -1.7547], [-2.8553, 0.8344, 0.2921], [-2.8619, -1.5121, -0.7205], [-1.3839, -3.0142, -1.5368], [-0.0632, -3.1850, -2.0203], [-1.3880, 3.8932, -0.8660], [-2.3564, 2.9587, -0.3483], [0.4397, -4.4825, -2.5399], [-0.1684, -4.8289, -3.3911], [0.3775, -5.2601, -1.7578], [1.4753, -4.3929, -2.8671], [-2.3733, -4.1305, -1.5279], [-2.5013, -4.5328, -2.5464], [-3.3407, -3.7888, -1.1620], [-2.0216, -4.9644, -0.8976], [-1.6300, 5.3602, -0.8339], [-3.6327, 3.4675, 0.2477], [-0.7736, 5.8888, -1.2728], [-1.7993, 5.7030, 0.1997], [-2.5447, 5.6284, -1.3845], [-4.2747, 2.6402, 0.5593], [-4.1881, 4.0718, -0.4830], [-3.4350, 4.1070, 1.1203], [1.6095, 2.9954, -2.0301], [-2.8230, -0.0790, -0.1888], [-2.2735, -0.1612, -5.6477], [-1.5660, -0.9917, -5.8296], [-2.1481, 0.7742, -6.2197], [-2.9661, -0.5442, -6.4827], [2.0749, 2.0261, -2.1295], [-1.6934, 1.2951, -4.2665], [2.9960, 2.0952, -2.3848], [0.2834, 2.2569, 2.3099], [1.4779, 1.3531, 2.6756], [1.4763, 1.0446, 4.1738], [1.5497, -0.0924, 1.5068], [3.3348, -0.5781, 1.3863], [4.1460, -0.4285, 2.6740], [3.5187, -1.9603, 0.7342], [0.6608, -1.5381, 2.2895], [1.3512, -2.1970, 3.4835], [-0.7984, -1.1923, 2.6109], [-0.6687, 1.7180, 2.3292], [0.3944, 2.6972, 1.3087], [0.2162, 3.0797, 3.0282], [2.3989, 1.9154, 2.4487], [0.5768, 0.5061, 4.4903], [2.3680, 0.4893, 4.5025], [1.4887, 2.0017, 4.7181], [3.7198, 0.1693, 0.6668], [3.8049, -1.1072, 3.4628], [5.1925, -0.6804, 2.4590], [4.1381, 0.5948, 3.0650], [3.0801, -2.0078, -0.2719], [4.5943, -2.1498, 0.6379], [3.0858, -2.7636, 1.3383], [0.6471, -2.2807, 1.4727], [1.4896, -1.5082, 4.3242], [0.7104, -3.0162, 3.8396], [2.3177, -2.6391, 3.2341], [-1.3688, -0.8787, 1.7295], [-1.2956, -2.0871, 3.0134], [-0.8817, -0.3962, 3.3627]],
  "mulliken_charge": [-0.363, 0.260, 2.079, 0.522, 0.705, 0.598, 0.557, -0.688, -0.841, -0.606, -0.735, 0.139, -0.058, -0.093, 0.025, -1.352, 0.314, 0.308, 0.361, -1.361, 0.292, 0.388, 0.271, -1.368, -1.465, 0.330, 0.267, 0.284, 0.361, 0.339, 0.296, 0.335, 0.295, -0.943, 0.239, 0.320, 0.382, -0.703, 0.243, 0.149, -1.456, 0.701, -1.744, 0.029, 0.414, -1.550, -1.273, 1.012, -1.607, -1.499, 0.173, 0.197, 0.495, 0.549, 0.246, 0.296, 0.511, 0.378, 0.187, 0.500, 0.337, 0.185, 0.484, 0.198, 0.280, 0.182, 0.496, 0.296, 0.230, 0.489, 0.183],
  "total_charge": 0,
  "lumo_energy_ha": [-0.0276, -0.0315],
  "e_above_lowest_kcal_mol": 58.1,
  "spin_multiplicity": 1,
  "gap_ev": [6.2, 6.1]
}

=====

no.,E_tot (a.u.)
1,-14367.72200
2,-1747.42310